(1)
The following is a quantum chemistry calculation of a structure of composition C22H37ClF3IrN2O5P, from OMol25.

Cartesian coordinates (Å):
Ir -0.65243 0.07233 0.92284
N 1.13824 0.07973 -0.14628
C 1.76010 1.42479 -0.22543
C 1.25578 2.26083 0.93735
N -0.23203 2.13311 1.01087
H 1.68064 -0.48849 0.50496
H 1.14139 -0.45626 -1.01296
H 1.48982 1.88652 -1.16999
H 2.84716 1.35254 -0.20641
H 1.56277 3.29958 0.81999
H 1.65114 1.88852 1.88105
H -0.67692 2.70426 0.30067
H -0.55370 2.48776 1.90974
F -1.23664 1.33416 5.29186
C -0.90182 0.08697 4.93609
F 0.22305 -0.24496 5.54953
F -1.87120 -0.73664 5.31303
C -0.72348 0.05310 3.40858
O -1.76380 0.14107 2.68348
O 0.41618 0.01465 2.89556
C -3.51605 2.29817 0.66316
C -3.87798 0.88886 0.18077
C -4.63037 0.12721 1.27581
P -2.40279 0.05934 -0.55785
C -2.82685 -1.66713 -1.02194
C -3.78910 -1.80077 -2.20493
C -3.32662 -2.53553 0.14511
C -2.19777 0.87756 -2.21709
C -3.50108 1.35627 -2.86341
C -1.17893 2.00934 -2.26110
H -4.42426 2.83258 0.94372
H -3.01501 2.89354 -0.10360
H -2.89053 2.24488 1.55441
H -4.55518 0.98690 -0.67098
H -3.99247 -0.13532 2.11555
H -5.09830 -0.77547 0.89592
H -5.42651 0.77353 1.64997
H -1.84500 -2.04270 -1.33450
H -4.76161 -1.35782 -1.98046
H -3.95463 -2.86488 -2.37942
H -3.40989 -1.37512 -3.13285
H -4.41387 -2.60473 0.12816
H -3.01557 -2.19049 1.12753
H -2.93424 -3.54228 0.02140
H -1.79163 0.06120 -2.82456
H -3.88704 2.24431 -2.36018
H -4.28445 0.60276 -2.87851
H -3.29296 1.63478 -3.89766
H -1.51727 2.88897 -1.70811
H -1.02957 2.32904 -3.29332
H -0.22202 1.68074 -1.87787
C -3.25470 -6.45252 1.14981
C -2.79297 -5.63847 2.32850
C -3.47635 -5.68344 3.53383
C -3.00787 -4.99699 4.64248
Cl -3.88754 -5.07652 6.14083
C -1.84692 -4.25698 4.56639
C -1.16342 -4.17899 3.35881
C -1.63538 -4.85980 2.25064
O -1.01189 -4.88108 1.02578
C 0.18125 -4.16628 0.79599
C -0.01005 -2.72592 0.30797
O -0.63419 -1.94144 1.13279
O 0.46496 -2.39034 -0.76843
H -4.29439 -6.75194 1.27212
H -2.65127 -7.35748 1.05457
H -3.15056 -5.90783 0.21310
H -4.37948 -6.27500 3.61555
H -1.47577 -3.74438 5.44152
H -0.26865 -3.57530 3.30094
H 0.69014 -4.69954 -0.00113
H 0.82664 -4.16219 1.67963

Values from the calculation:
HOMO-LUMO gap: 7.376 eV
Net charge: +1
E_tot: -69432.7017 eV
E_HOMO: -10.286 eV
Strongest force on any atom: 0.551 eV/Å

Atomic partial charges in e from the Mulliken method, atoms 1 to 2: Ir 2.54; N -0.44



(2)
The following is a quantum chemistry calculation of a structure of composition C39H36F6MoN4O5S5, from OMol25.

Cartesian coordinates (Å):
Mo 0.60902 -0.27201 1.31716
C 1.10236 4.10275 2.01271
C 1.29531 4.16275 3.38712
C 1.38856 2.98826 4.11000
C 1.27048 1.76199 3.46153
C 1.02455 1.67174 2.07781
C 0.96171 2.87850 1.37757
C 1.52519 0.48806 4.13277
C 1.99722 0.32342 5.43247
C 2.41011 -0.92200 5.84756
C 2.37074 -2.00712 4.96827
C 2.92573 -3.31557 5.32074
C 3.07602 -4.28014 4.41978
C 2.64311 -4.07481 3.00845
C 1.73099 -2.89977 2.71604
C 1.81760 -1.79307 3.71478
N 1.38616 -0.58098 3.33385
H 1.06400 5.01657 1.43388
H 1.39256 5.11732 3.88540
H 1.56751 3.03358 5.17612
H 0.81425 2.87976 0.30455
H 2.08297 1.17461 6.09071
H 2.81084 -1.05743 6.84451
H 3.24969 -3.46017 6.34383
H 3.51825 -5.23201 4.67850
H 2.27545 -4.99488 2.55425
H 0.69638 -3.11965 2.45122
S -1.44032 0.85657 0.38418
C -1.04151 1.48403 -1.13718
N -1.75617 2.39965 -1.73645
C -1.42561 2.81051 -3.10860
C -0.93520 1.61306 -3.87525
N 0.19021 1.01061 -3.15134
C 1.30720 0.51613 -3.98706
C 2.05189 1.66464 -4.61865
C 2.84897 2.50031 -3.83864
C 3.51089 3.56835 -4.42205
C 3.38503 3.80610 -5.78557
C 2.59911 2.97305 -6.56605
C 1.93120 1.90441 -5.98222
C 0.18953 0.98333 -1.84217
S 1.50228 0.44511 -0.93175
C -2.93676 3.05473 -1.13749
C -4.19947 2.62431 -1.83804
C -4.96564 3.55437 -2.52817
C -6.12388 3.15629 -3.18342
C -6.51066 1.82591 -3.15871
C -5.74370 0.89071 -2.47331
C -4.59348 1.28806 -1.81203
H -0.67023 3.59990 -3.07921
H -2.33516 3.20163 -3.56049
H -0.56865 1.92220 -4.85195
H -1.72813 0.87263 -4.00728
H 0.85810 -0.11525 -4.75527
H 1.94827 -0.10132 -3.36304
H 2.97039 2.30315 -2.77938
H 4.13909 4.20848 -3.81723
H 3.91043 4.63509 -6.23995
H 2.51039 3.14719 -7.62977
H 1.33129 1.24279 -6.59761
H -2.78619 4.12995 -1.24886
H -2.95051 2.81836 -0.07711
H -4.66789 4.59677 -2.54400
H -6.72125 3.88700 -3.71144
H -7.41187 1.51553 -3.66962
H -6.05138 -0.14620 -2.45049
H -4.00066 0.56064 -1.26614
F 4.18444 -1.56156 -0.82221
C 4.45909 -2.24035 0.28890
F 5.05897 -3.36840 -0.03928
F 5.25499 -1.51072 1.06356
S 2.85207 -2.56850 1.22485
O 2.51776 -1.06564 1.11101
O 3.73986 -3.57348 2.17684
N 2.18554 -3.44313 0.06603
S 0.65726 -3.41391 -0.18619
O -0.12145 -4.46895 0.38665
O 0.07747 -2.06862 0.02170
C 0.58609 -3.62002 -2.01675
F 1.07436 -4.78670 -2.37208
F -0.69379 -3.52889 -2.37588
F 1.26823 -2.63777 -2.60187
O -0.89305 -1.21573 2.39368
S -2.44205 -1.25652 2.50057
C -2.64512 -2.40924 3.87175
C -2.45005 -3.79424 3.26866
C -3.27873 -3.78919 1.98757
C -2.96518 -2.48056 1.25718
H -3.66136 -2.26154 4.24450
H -1.93373 -2.10869 4.63952
H -2.77325 -4.56766 3.96374
H -1.39546 -3.96530 3.04154
H -4.34024 -3.83158 2.23557
H -3.04831 -4.63877 1.34713
H -3.80229 -2.06410 0.69945
H -2.09886 -2.55868 0.60109

Values from the calculation:
Expectation value of S²: 2.023
Multiplicity: 3
HOMO-LUMO gap (alpha / beta): 6.553 / 6.675 eV
Net charge: +2
E_tot: -129547.6373 eV
E_HOMO (alpha / beta): -13.050 / -13.218 eV
Strongest force on any atom: 0.396 eV/Å

Atomic partial charges in e from the Mulliken method, atoms 1 to 2: Mo -0.47; C -1.15



(3)
The following is a quantum chemistry calculation of a structure of composition C13H6N5Se3Te2W, from OMol25.

Cartesian coordinates (Å):
W 2.25339 0.74960 0.25642
Se -5.02926 -1.66434 -0.56016
N -4.13924 -0.30079 -1.21760
C -2.90171 -0.40144 -0.80092
C -1.85737 0.54301 -1.13416
C -2.07725 1.67249 -1.92163
C -1.01769 2.51826 -2.17503
C 0.22256 2.22697 -1.64048
N 0.46745 1.15422 -0.87389
C -0.57411 0.31066 -0.62823
C -0.28829 -0.83383 0.20597
N 0.99226 -0.94716 0.65780
C 1.27791 -1.99865 1.43961
C 0.34810 -2.95062 1.81124
C -0.95147 -2.83527 1.36406
C -1.28269 -1.75804 0.54306
C -2.61743 -1.53971 0.02876
N -3.63137 -2.33436 0.26468
H -3.07189 1.85417 -2.30728
H -1.14215 3.40872 -2.77379
H 1.05914 2.88508 -1.82645
H 2.29774 -2.07435 1.78855
H 0.64927 -3.76435 2.45472
H -1.72321 -3.54612 1.62893
Se 4.14575 -0.40607 1.08670
Te 6.46452 0.62859 1.00848
Te 5.92523 2.78811 -0.56560
Se 3.44577 2.39699 -0.95630
N 1.17934 2.39530 2.88185
C 1.57670 1.82292 1.96069

Values from the calculation:
HOMO-LUMO gap (alpha / beta): 4.800 / 4.737 eV
Net charge: +1
E_tot: -233474.4231 eV
E_HOMO (alpha / beta): -10.201 / -10.172 eV
Strongest force on any atom: 2.089 eV/Å

Atomic partial charges in e from the Mulliken method, atoms 1 to 2: W 0.73; Se 0.36



(4)
The following is a quantum chemistry calculation of the molecule C5H9NO, from OMol25.

Cartesian coordinates (Å):
C -0.57118 0.96339 0.56884
C 0.72057 -1.24816 0.46568
C -0.01753 1.41156 -0.79224
C -0.57484 -0.52463 0.72611
C -0.44576 -1.33010 -0.49759
N -0.30338 -0.67542 -1.94119
O -0.60470 0.74383 -1.84402
H 0.11973 1.43568 1.33856
H -1.63646 1.29827 0.65428
H 1.40407 -0.46835 0.19125
H 1.14047 -2.20106 0.94821
H -0.32793 2.57827 -1.01339
H 1.05413 1.33450 -0.74382
H -1.36890 -0.88453 1.38234
H -1.07975 -2.17135 -0.58400
H 0.78769 -0.57941 -2.07461

Values from the calculation:
SMILES string: C1C[C@@H]2C[C@@H]2NO1
HOMO-LUMO gap: 10.617 eV
Net charge: 0
E_tot: -8864.6818 eV
E_HOMO: -9.580 eV
Strongest force on any atom: 3.906 eV/Å

Atomic partial charges in e from the Mulliken method, atoms 1 to 2: C -0.51; C -0.64



(5)
The following is a quantum chemistry calculation of a structure of composition C30H24AsBCuF18NO4, from OMol25.

Cartesian coordinates (Å):
Cu -1.31375 1.92970 0.58554
C 2.26120 -3.34632 2.87795
C 1.81844 -2.05897 2.23171
C 2.01889 -1.82378 0.87871
C 1.58605 -0.63893 0.31907
C 0.93268 0.34758 1.06866
N 0.49522 1.51744 0.40356
C 1.38271 2.39239 -0.18246
C 2.75589 2.05040 -0.22586
C 3.70048 2.79568 -0.89971
C 3.34812 3.95705 -1.56718
C 4.34432 4.78231 -2.33911
C 2.03257 4.37227 -1.42066
C 1.05248 3.67208 -0.72227
C -0.26023 4.43146 -0.38523
O -1.32859 3.70884 -0.02824
C -0.77042 5.28476 -1.60237
F -0.85286 4.51383 -2.70151
F -0.01731 6.36618 -1.95911
F -1.98909 5.77635 -1.36731
C 0.08814 5.39263 0.80376
F -0.98297 6.08909 1.21438
F 0.53819 4.69158 1.84454
F 1.04660 6.31639 0.50955
C 0.64015 0.08438 2.42140
C 1.14154 -1.09712 2.96976
C -0.19224 1.09146 3.28818
O -0.84295 2.05333 2.64562
C -1.27988 0.34306 4.17846
F -1.61462 1.09891 5.24615
F -2.38801 0.14640 3.47118
F -0.95902 -0.87642 4.70296
C 0.84593 1.75249 4.25874
F 1.92323 2.17542 3.57165
F 1.31856 0.88976 5.21029
F 0.36833 2.81113 4.91213
H 3.09931 -3.79235 2.33916
H 1.44844 -4.07803 2.88862
H 2.56729 -3.18134 3.91236
H 2.50963 -2.56808 0.25906
H 1.73310 -0.44554 -0.73614
H 3.09090 1.16923 0.29758
H 4.73263 2.45628 -0.89860
H 5.31336 4.28074 -2.38067
H 4.49699 5.76273 -1.87888
H 4.01424 4.95444 -3.36676
H 1.77728 5.33331 -1.84106
H 0.99803 -1.28860 4.02164
F -3.29720 1.64350 0.68962
As -4.93319 1.73423 -0.03666
F -5.38454 2.85751 1.18843
F -5.38673 0.42452 1.00329
F -6.51627 1.76467 -0.73849
F -4.37735 0.58110 -1.21360
F -4.40864 3.01575 -1.04964
C -0.21897 -4.61934 -4.07876
C -0.61181 -5.15214 -2.69995
C -1.79576 -6.11085 -2.88425
C 0.58341 -5.92824 -2.12891
C -0.99078 -4.02688 -1.73286
C -1.45189 -4.35375 -0.45392
C -1.77858 -3.39027 0.49874
C -1.62524 -2.07601 0.12764
O -1.81454 -0.94357 0.86584
B -1.39677 0.09234 0.04799
O -1.05510 -0.37595 -1.22148
C -1.17389 -1.73332 -1.13543
C -0.85185 -2.67968 -2.08154
H 0.01224 -5.45648 -4.74181
H 0.66535 -3.98212 -4.02516
H -1.02997 -4.04439 -4.52935
H -1.53567 -6.90086 -3.59471
H -2.66656 -5.57483 -3.26588
H -2.07983 -6.58433 -1.94392
H 0.86197 -6.74944 -2.79639
H 0.34974 -6.34643 -1.14899
H 1.44509 -5.26826 -2.01176
H -1.55189 -5.39689 -0.17811
H -2.12079 -3.65399 1.49015
H -0.49301 -2.36121 -3.04933

Values from the calculation:
HOMO-LUMO gap: 5.805 eV
Net charge: -2
E_tot: -196258.5082 eV
E_HOMO: -2.160 eV
Strongest force on any atom: 0.331 eV/Å

Atomic partial charges in e from the Mulliken method, atoms 1 to 2: Cu -0.04; C -1.64



Q: The highest E_tot belongs to which entry?
A: C5H9NO